{
  "formula": "C21H16N3O5W",
  "method": "ωB97M-V/def2-TZVPD",
  "homo_ev": -19.4,
  "e_lumo_ev": -13.1,
  "total_energy_ha": -1416.3691,
  "de_lowest_kcal_mol": 18.8,
  "largest_force_ev_per_a": 0.66,
  "homo_lumo_gap_ev": 6.3,
  "total_charge": 3,
  "elements": ["W", "O", "O", "O", "O", "O", "N", "N", "N", "C", "C", "C", "C", "C", "C", "C", "C", "C", "C", "C", "C", "C", "C", "C", "C", "C", "C", "C", "C", "C", "H", "H", "H", "H", "H", "H", "H", "H", "H", "H", "H", "H", "H", "H", "H", "H"],
  "xyz": [[0.20727, -0.72611, 0.12207], [0.00094, 0.25045, -1.47434], [-1.56640, -1.76925, -0.69273], [-0.72472, 2.04614, -2.67523], [-0.67356, -1.26357, 1.76723], [-2.22390, -0.95276, 3.38905], [-1.33857, 0.68958, 0.45956], [0.79421, -2.69304, -0.45874], [0.30073, -0.80362, 6.66506], [2.47634, -4.32588, -0.94207], [1.13220, 1.09104, 2.33361], [-1.71107, -0.60958, 2.38509], [0.77809, 0.87552, 3.64672], [2.22044, -1.11207, 2.27695], [-1.58398, 1.62650, -0.46534], [1.10382, -0.34612, 4.25963], [2.10480, 0.21869, 0.18057], [1.83198, 0.08965, 1.60683], [0.16787, -4.97224, -0.83383], [2.09926, -3.03859, -0.66864], [-3.07429, 1.50354, 1.83778], [-2.55133, 2.58355, -0.26968], [-2.07549, 0.59439, 1.57016], [-0.15743, -3.66431, -0.57333], [-3.29907, 2.52248, 0.91098], [-0.75476, 1.41866, -1.68870], [0.67369, -0.59338, 5.59735], [-1.57327, -3.19681, -0.42254], [1.50364, -5.32110, -1.00926], [1.86012, -1.32684, 3.57872], [0.26356, 1.63697, 4.21937], [3.52164, -4.54509, -1.11389], [2.16301, -2.22464, 4.10221], [-1.70249, -1.59861, -1.64176], [-2.73091, 3.33870, -1.02530], [2.85093, -1.82916, 1.76660], [2.02414, 1.22668, -0.22672], [-2.25316, -3.69672, -1.10884], [-0.61965, -5.71016, -0.92184], [1.77836, -6.34698, -1.22172], [-3.66662, 1.40315, 2.73913], [2.98970, -0.27475, -0.21167], [2.83508, -2.25214, -0.63336], [-1.93626, -3.32305, 0.59672], [-4.07672, 3.25486, 1.09123], [0.91040, 2.03778, 1.85281]]
}

{
  "formula": "C21H16N4O3",
  "method": "ωB97M-V/def2-TZVPD",
  "smiles": "CC(C)n1/c(=N/C(=O)c2ccco2)c(C#N)cc2c(=O)n3ccccc3cc21",
  "homo_ev": -7.9,
  "e_lumo_ev": -1.0,
  "total_energy_ha": -1254.4452,
  "de_lowest_kcal_mol": 107.5,
  "largest_force_ev_per_a": 4.97,
  "homo_lumo_gap_ev": 6.9,
  "total_charge": 0,
  "elements": ["O", "O", "O", "N", "N", "N", "N", "C", "C", "C", "C", "C", "C", "C", "C", "C", "C", "C", "C", "C", "C", "C", "C", "C", "C", "C", "C", "C", "H", "H", "H", "H", "H", "H", "H", "H", "H", "H", "H", "H", "H", "H", "H", "H"],
  "xyz": [[2.44100, 1.02528, 3.87110], [-3.82481, 0.44039, -2.37845], [-0.56966, 2.39929, 2.41594], [0.80812, 1.14566, 1.30085], [-2.79634, -1.63905, -2.05308], [-0.42690, 4.89179, -0.05507], [0.66626, 0.41775, -0.90258], [-2.83796, -0.24080, -1.98916], [2.96941, 1.35710, -1.25030], [0.42867, 1.72046, 2.51009], [-3.82714, -2.29443, -2.81517], [-0.39324, -0.29575, -1.36649], [-0.47541, 3.74687, -0.30219], [1.80053, 1.81809, 5.94215], [-1.53312, 0.45473, -1.66399], [0.35712, 1.37477, 0.05076], [-1.47426, 1.90275, -1.41703], [-3.86245, -3.60418, -3.02616], [1.13350, 1.58700, 3.78681], [-2.71362, -4.40426, -2.51405], [-1.63964, -3.73707, -2.02261], [2.11266, 0.10834, -1.05704], [2.51667, -0.91413, -0.05846], [2.72727, 1.16698, 5.19510], [-1.66819, -2.32922, -1.87024], [0.69708, 2.12091, 5.03986], [-0.48959, -1.67545, -1.47513], [-0.54912, 2.34408, -0.52434], [1.77458, 1.99251, 6.97462], [1.76744, -1.65207, 0.25548], [-2.14079, 2.61418, -1.93754], [2.97158, -0.49570, 0.88104], [3.02601, 2.00933, -0.36209], [3.99803, 1.14350, -1.62936], [-0.30674, 2.57242, 5.39274], [3.38260, -1.58451, -0.42410], [-2.66607, -5.52365, -2.59832], [0.37931, -2.25449, -1.25093], [-4.66814, -4.11935, -3.57743], [3.61546, 0.87776, 5.63191], [-4.65697, -1.67390, -3.09839], [-0.75948, -4.30174, -1.80379], [2.43234, 2.03056, -1.92265], [2.27400, -0.52275, -1.90232]]
}

{
  "formula": "C21H16N4O8Sr",
  "method": "ωB97M-V/def2-TZVPD",
  "homo_ev": -8.3,
  "e_lumo_ev": -0.6,
  "total_energy_ha": -1661.6924,
  "de_lowest_kcal_mol": 51.9,
  "largest_force_ev_per_a": 2.52,
  "homo_lumo_gap_ev": 7.7,
  "total_charge": 0,
  "elements": ["Sr", "O", "O", "O", "O", "O", "O", "O", "O", "N", "N", "N", "N", "C", "C", "C", "C", "C", "C", "C", "C", "C", "C", "C", "C", "C", "C", "C", "C", "C", "C", "C", "C", "C", "H", "H", "H", "H", "H", "H", "H", "H", "H", "H", "H", "H", "H", "H", "H", "H"],
  "xyz": [[-0.58051, -0.20550, 0.38844], [1.58169, 2.06250, 3.40804], [0.44339, -2.22910, -0.87656], [-2.11691, -1.40700, -0.82336], [2.00349, 2.82230, -1.95266], [-0.23051, -2.18340, 1.22414], [0.25169, 2.54420, -0.59666], [-1.09521, 2.09790, 4.08694], [-1.55981, -3.06160, -2.19046], [-2.53631, 1.13620, 0.99684], [-0.14571, 1.01220, 2.27764], [1.91099, 0.05820, 0.63434], [-0.29291, 0.23930, -1.92956], [-1.13761, 1.62600, 2.96714], [-0.48721, -0.94270, -3.97036], [1.13209, 1.22920, 2.64294], [1.18739, -3.97690, 0.56304], [-1.41571, -1.81470, -1.72346], [3.26809, -0.05560, 2.59934], [-3.51521, 2.33510, 2.81404], [4.22139, -0.79480, 1.92674], [-4.80741, 1.87270, 0.87684], [0.85679, 2.25180, -1.59096], [-3.68641, 1.24960, 0.34684], [2.11899, 0.34290, 1.91694], [-2.44641, 1.67650, 2.20874], [-0.69771, -0.82180, -2.59796], [4.02539, -1.05820, 0.57814], [2.85909, -0.60620, -0.01546], [-4.72221, 2.42230, 2.14824], [0.39619, -2.70140, 0.29774], [0.40889, 1.18160, -2.53206], [0.20679, 0.06700, -4.62026], [0.69489, 1.14250, -3.89266], [-5.57451, 2.90360, 2.60604], [1.27339, 1.92340, -4.35846], [4.75819, -1.60720, 0.00504], [3.37809, 0.22030, 3.63804], [1.55339, -3.96480, 1.58604], [0.37499, 0.00660, -5.68546], [2.67819, -0.78320, -1.06786], [-0.79801, -3.31360, -2.72926], [-3.36421, 2.74840, 3.79894], [5.10219, -1.15450, 2.43654], [-3.71241, 0.82090, -0.64786], [2.01509, -4.05780, -0.13716], [-5.72491, 1.92080, 0.30964], [0.52239, -4.83010, 0.44134], [-0.87501, -1.78320, -4.52486], [2.29989, 3.43910, -1.26146]]
}

{
  "formula": "C21H16N7O4RuS",
  "method": "ωB97M-V/def2-TZVPD",
  "homo_ev": [-5.4, -8.3],
  "e_lumo_ev": [0.1, -3.1],
  "s_squared": 8.810,
  "spin_multiplicity": 6,
  "total_energy_ha": -1987.0703,
  "de_lowest_kcal_mol": 0.0,
  "largest_force_ev_per_a": 3.45,
  "homo_lumo_gap_ev": [5.4, 5.2],
  "total_charge": 0,
  "elements": ["Ru", "S", "O", "O", "O", "O", "N", "N", "N", "N", "N", "N", "N", "C", "C", "C", "C", "C", "C", "C", "C", "C", "C", "C", "C", "C", "C", "C", "C", "C", "C", "C", "C", "C", "H", "H", "H", "H", "H", "H", "H", "H", "H", "H", "H", "H", "H", "H", "H", "H"],
  "xyz": [[1.15708, -0.36062, -0.53420], [3.77615, 0.01149, -0.54763], [4.04551, 1.26501, -1.21131], [4.87921, -0.74407, -0.00952], [2.89583, -0.91521, -1.53040], [2.63359, 0.20926, 0.56830], [-0.59409, -0.96830, -1.60989], [-0.97614, 2.20134, -0.65157], [0.95600, 1.33526, -1.77251], [1.08426, -2.11713, 0.80306], [-0.24232, 0.44649, 0.72457], [-0.55393, -1.35999, 2.30847], [-2.24690, -2.30994, -2.17391], [-1.70952, 0.75919, 2.49996], [-2.04428, -1.46768, -3.27787], [-0.76780, -0.15548, 1.88536], [0.34823, -2.29373, 1.92029], [-0.25076, 3.25043, -2.65113], [-1.73218, 1.90456, 1.68718], [2.34955, -4.09854, 1.24760], [-2.43203, 0.66732, 3.65100], [-3.15888, 1.81591, 4.05831], [-0.93525, 1.62276, 0.48680], [0.55433, -3.42646, 2.73796], [0.86326, 3.59815, -3.38349], [1.91372, 1.52746, -2.72796], [2.01161, 2.72747, -3.40226], [1.67246, -4.19821, 2.52517], [-0.08586, 2.22222, -1.66438], [-3.10392, 2.99271, 3.30543], [-1.41745, -1.94159, -1.18487], [-2.41114, 3.02413, 2.06464], [-1.09957, -0.53759, -2.88675], [2.04008, -3.03202, 0.43562], [1.88467, -4.99976, 3.22770], [2.45973, -2.90461, -0.55213], [-1.41522, -2.45812, -0.21673], [-2.43630, 3.93540, 1.49778], [3.15355, -4.78743, 0.96639], [-2.51719, -0.25876, 4.19544], [-3.68527, 1.78406, 4.99040], [-0.67845, 0.32393, -3.37072], [-3.67915, 3.86653, 3.62936], [-1.20335, 3.79755, -2.67027], [-0.14577, -3.53698, 3.58585], [-2.99414, -2.98788, -2.05227], [2.91251, 2.94262, -3.96454], [2.58560, 0.70986, -2.90245], [-2.57994, -1.63750, -4.18845], [0.91990, 4.55654, -3.86543]]
}

{
  "formula": "C21H17BF3N5O3",
  "method": "ωB97M-V/def2-TZVPD",
  "smiles": "C=CC(=O)Nc1cccc(Nc2nc(Nc3ccc4c(c3)B(O)OC4)ncc2C(F)(F)F)c1",
  "homo_ev": -7.9,
  "e_lumo_ev": 0.0,
  "total_energy_ha": -1634.5323,
  "de_lowest_kcal_mol": 4.2,
  "largest_force_ev_per_a": 3.16,
  "homo_lumo_gap_ev": 7.9,
  "total_charge": 0,
  "elements": ["F", "F", "F", "O", "O", "O", "N", "N", "N", "N", "N", "C", "C", "C", "C", "C", "C", "C", "C", "C", "C", "C", "C", "C", "C", "C", "C", "C", "C", "C", "C", "C", "B", "H", "H", "H", "H", "H", "H", "H", "H", "H", "H", "H", "H", "H", "H", "H", "H", "H"],
  "xyz": [[-0.27436, 5.63755, 1.34996], [1.69391, 6.33444, 0.65111], [0.43993, 5.17549, -0.67370], [0.66006, -4.27187, -0.47845], [-0.38773, -2.09291, -1.08733], [-2.90830, -2.56151, -2.04687], [3.34006, 2.88215, 1.96401], [1.36167, 1.70267, 1.42602], [-0.38206, 2.77903, 0.20109], [3.22782, 0.58402, 2.36756], [-3.14273, -0.28152, -2.32956], [1.46203, 4.02983, 1.05517], [-3.30841, -1.62333, -2.72935], [-2.70116, -0.72221, 0.03333], [2.84855, -0.71667, 1.97939], [0.79276, 2.79949, 0.92300], [3.29363, -3.10123, 1.83858], [2.60421, 1.75935, 1.91597], [-3.93055, -1.89700, -4.01103], [3.61386, -1.86037, 2.36963], [-2.01553, -0.37159, 1.18190], [1.47987, -2.14992, 0.61563], [-1.16157, 1.61144, 0.12066], [1.71056, -4.56818, 0.43263], [2.24420, -3.24736, 0.97987], [-1.83453, 1.30201, -1.04349], [-4.69432, -0.98432, -4.61430], [-2.59440, 0.12664, -1.11633], [2.71365, 3.97297, 1.58858], [-1.21198, 0.75898, 1.21922], [0.80297, 5.31362, 0.58145], [1.79230, -0.87839, 1.04845], [0.52133, -2.87434, -0.38047], [3.81957, -4.00580, 2.12573], [2.49503, -5.11535, -0.09112], [1.22734, -0.04368, 0.68070], [-1.20100, -2.40590, -1.47920], [4.09867, 0.68848, 2.86843], [-0.80191, 1.09466, 2.14557], [-3.30261, 0.45350, -3.00383], [-4.89750, -0.00866, -4.21866], [-0.70632, 3.59337, -0.33116], [1.29451, -5.18993, 1.23731], [-1.72468, 1.92749, -1.89911], [-3.64853, -2.80788, -4.50362], [-5.02115, -1.17853, -5.62786], [4.39224, -1.76870, 3.08312], [3.24104, 4.89992, 1.67340], [-3.13601, -1.73601, -0.07904], [-2.18448, -0.96392, 2.08703]]
}